Entry from OMol25: a single CH4N2O2S molecule in a non-equilibrium geometry (ωB97M-V with the def2-TZVPD basis set).

Summary:
F_max = 0.052 hartree/bohr
E_HOMO (alpha / beta) = -9.783 / -8.130 eV
LUMO (alpha / beta) = -0.493 / -0.639 eV
orbital gap (alpha / beta) = 9.3 / 7.5 eV
energy relative to the best compared isomer or geometry (same formula, charge and spin) = 3.693 eV

```
! RIJCOSX wB97M-V def2-TZVPD def2/J DEFGRID3
* xyz 0 1
C -0.44 -0.70 0.00
N 0.36 -0.94 -1.10
N 0.27 0.30 0.90
O -1.23 2.38 0.80
O 0.35 0.06 -1.95
S 0.19 1.97 0.79
H -1.37 -0.36 -0.40
H -0.63 -1.50 0.70
H 1.29 -1.27 -0.83
H 1.21 0.07 1.09
*
```

***

Entry from OMol25: a 3-piece molecular cluster, C24H43NO3 overall in a non-equilibrium geometry (ωB97M-V with the def2-TZVPD basis set).

Summary:
F_max = 0.051 hartree/bohr
E_HOMO = -8.867 eV
LUMO = 0.502 eV
orbital gap = 9.4 eV
energy relative to the best compared isomer or geometry (same formula, charge and spin) = 0.701 eV
SMILES string = NC[C@H]1OC(=O)O[C@H]1CCc1ccccc1.CCCCCC.CCCCCC

```
! RIJCOSX wB97M-V def2-TZVPD def2/J DEFGRID3
* xyz 0 1
N 1.49 -0.87 0.71
C 2.76 -0.16 0.74
C 2.71 1.11 -0.13
O 2.90 0.86 -1.52
C 1.74 1.23 -2.17
O 1.55 1.02 -3.34
O 0.81 1.88 -1.39
C 1.43 1.99 -0.10
C 0.57 2.06 1.18
C -0.96 2.13 0.93
C -1.57 0.92 0.24
C -2.16 1.14 -1.02
C -2.79 0.13 -1.73
C -2.83 -1.16 -1.16
C -2.20 -1.40 0.10
C -1.59 -0.37 0.78
H 1.51 -1.74 1.23
H 1.11 -0.99 -0.22
H 3.01 0.10 1.78
H 3.54 -0.83 0.33
H 3.46 1.78 0.34
H 1.89 3.00 -0.15
H 0.79 1.27 1.91
H 0.85 3.00 1.68
H -1.43 2.20 1.93
H -1.25 3.03 0.38
H -2.13 2.15 -1.44
H -3.21 0.38 -2.70
H -3.34 -1.94 -1.73
H -2.26 -2.42 0.46
H -1.14 -0.58 1.74
C -5.29 0.53 1.15
C -5.51 2.03 1.03
C -4.74 2.84 2.08
C -5.15 2.56 3.53
C -6.62 2.79 3.85
C -7.07 4.23 3.65
H -5.66 0.15 2.11
H -5.83 0.00 0.36
H -4.24 0.27 1.04
H -6.57 2.26 1.08
H -5.17 2.35 0.04
H -4.87 3.90 1.86
H -3.67 2.63 1.97
H -4.54 3.20 4.19
H -4.88 1.53 3.79
H -6.80 2.51 4.89
H -7.25 2.13 3.24
H -6.48 4.91 4.28
H -8.12 4.35 3.92
H -6.96 4.55 2.61
C 3.43 -2.32 -2.37
C 4.85 -2.10 -2.86
C 5.44 -3.31 -3.58
C 5.58 -4.57 -2.72
C 6.43 -4.40 -1.45
C 7.88 -4.04 -1.74
H 3.38 -3.13 -1.63
H 3.05 -1.42 -1.90
H 2.76 -2.57 -3.20
H 5.49 -1.81 -2.02
H 4.85 -1.26 -3.55
H 6.42 -3.04 -3.98
H 4.82 -3.55 -4.44
H 6.02 -5.37 -3.33
H 4.59 -4.93 -2.43
H 6.41 -5.35 -0.90
H 5.98 -3.65 -0.79
H 8.36 -4.80 -2.36
H 8.44 -3.96 -0.81
H 7.96 -3.08 -2.25
*
```

***

Entry from OMol25: a 2-piece molecular cluster, CH3ClN2S overall in a non-equilibrium geometry (ωB97M-V with the def2-TZVPD basis set).

Summary:
F_max = 0.097 hartree/bohr
E_HOMO (alpha / beta) = -8.459 / -8.459 eV
LUMO (alpha / beta) = -0.929 / -0.930 eV
orbital gap (alpha / beta) = 7.5 / 7.5 eV
energy relative to the best compared isomer or geometry (same formula, charge and spin) = 5.088 eV

```
! RIJCOSX wB97M-V def2-TZVPD def2/J DEFGRID3
* xyz 0 1
C 0.95 -0.05 -0.14
N -0.38 1.61 0.44
N -1.16 -1.54 0.18
S 0.40 -1.59 -0.03
Cl 2.49 0.36 -0.53
H 0.20 2.33 0.10
H -0.98 1.33 -0.27
H -1.52 -2.44 0.25
*
```

***

Entry from OMol25: C28H33BrCoN6O4S as an isolated structure (ωB97M-V with the def2-TZVPD basis set).

Summary:
F_max = 0.007 hartree/bohr
E_HOMO (alpha / beta) = -9.712 / -9.701 eV
LUMO (alpha / beta) = -2.439 / -5.071 eV
orbital gap (alpha / beta) = 7.3 / 4.6 eV
<S²> = 6.0257

```
! RIJCOSX wB97M-V def2-TZVPD def2/J DEFGRID3
* xyz 1 5
Co -0.58 -1.04 -0.84
O -1.21 -5.31 -0.24
C -0.27 -5.51 0.72
C -0.26 -6.73 1.37
C 0.66 -6.99 2.36
C 1.60 -6.03 2.71
C 1.60 -4.81 2.05
C 0.67 -4.52 1.05
C 0.69 -3.25 0.22
O -0.56 -2.82 -0.12
N 1.43 -2.15 0.90
N 0.81 -0.97 0.91
C 1.12 -0.09 1.79
C 0.37 1.14 1.96
Br -1.38 1.11 1.18
C 0.72 2.20 2.69
C 2.04 2.41 3.31
C 3.22 1.99 2.71
C 4.44 2.21 3.34
C 4.49 2.85 4.57
C 3.31 3.29 5.16
C 2.10 3.09 4.53
H -1.24 -4.35 -0.42
H -1.00 -7.47 1.08
H 0.66 -7.95 2.86
H 2.33 -6.22 3.49
H 2.36 -4.10 2.33
H 1.27 -3.48 -0.70
H 2.00 -2.36 1.70
H 1.91 -0.28 2.51
H -0.02 2.96 2.88
H 3.20 1.53 1.73
H 5.36 1.88 2.86
H 5.44 3.01 5.06
H 3.35 3.81 6.11
H 1.19 3.44 4.99
N -0.85 0.86 -2.05
C -2.28 1.22 -2.10
C -2.65 2.13 -3.29
C -3.33 3.45 -2.93
C -4.85 3.35 -2.78
N -5.24 2.31 -1.85
C -5.32 2.42 -0.54
N -5.33 3.61 0.09
N -5.40 1.29 0.18
C -3.08 -0.10 -1.98
O -4.31 -0.08 -2.22
O -2.45 -1.11 -1.58
H -0.28 1.67 -1.87
H -0.58 0.50 -2.96
H -2.49 1.76 -1.17
H -3.25 1.58 -4.02
H -1.71 2.38 -3.80
H -3.14 4.19 -3.72
H -2.89 3.86 -2.01
H -5.29 3.08 -3.74
H -5.29 4.31 -2.51
H -5.01 1.34 -2.17
H -5.44 4.45 -0.44
H -5.56 3.66 1.07
H -5.26 0.41 -0.29
H -5.41 1.31 1.19
S 1.05 -1.84 -2.49
C 2.55 -0.97 -2.55
C 3.74 -1.72 -2.51
C 4.96 -1.07 -2.55
C 5.01 0.31 -2.67
C 3.84 1.05 -2.73
C 2.61 0.42 -2.65
H 3.69 -2.80 -2.45
H 5.87 -1.65 -2.51
H 5.97 0.81 -2.72
H 3.88 2.13 -2.83
H 1.71 1.01 -2.70
*
```

***

Entry from OMol25: an isolated ion of composition C2H8N4O and charge +2 in a non-equilibrium geometry (ωB97M-V with the def2-TZVPD basis set).

Summary:
F_max = 0.111 hartree/bohr
E_HOMO = -19.812 eV
LUMO = -8.636 eV
orbital gap = 11.2 eV
energy relative to the best compared isomer or geometry (same formula, charge and spin) = 1.553 eV
SMILES string = NC(=[NH2+])N(O)C=[NH2+]

```
! RIJCOSX wB97M-V def2-TZVPD def2/J DEFGRID3
* xyz 2 1
C 1.36 0.48 -0.22
C -1.35 -0.01 -0.05
N -1.76 1.09 0.41
N 0.42 -0.26 0.30
N 2.63 0.29 -0.26
N -1.89 -0.98 -0.67
O 0.59 -1.51 0.63
H 0.98 1.40 -0.76
H -1.09 1.74 0.76
H -2.77 1.37 0.31
H 3.14 1.11 -0.64
H 3.31 -0.44 0.22
H -2.89 -0.86 -0.78
H -1.25 -1.76 -0.78
H 0.55 -1.64 1.55
*
```

***

Entry from OMol25: a 2-piece molecular cluster, C3H7NO3 overall in a non-equilibrium geometry (ωB97M-V with the def2-TZVPD basis set).

Summary:
F_max = 0.100 hartree/bohr
E_HOMO (alpha / beta) = -9.370 / -9.366 eV
LUMO (alpha / beta) = -0.973 / -0.969 eV
orbital gap (alpha / beta) = 8.4 / 8.4 eV
energy relative to the best compared isomer or geometry (same formula, charge and spin) = 5.887 eV
SMILES string = C=[NH+][O-].CC(=O)O

```
! RIJCOSX wB97M-V def2-TZVPD def2/J DEFGRID3
* xyz 0 1
C 0.70 1.18 -0.80
C -0.97 -0.74 1.19
N -0.41 0.88 -1.48
C 0.75 -0.31 0.79
O -0.84 -0.32 -1.54
O 1.23 -1.34 0.04
O 1.40 0.14 1.69
H 0.60 -1.52 -0.68
H -1.14 1.60 -1.56
H 1.62 0.70 -1.09
H 0.82 2.22 -0.53
H -0.74 -1.62 1.79
H -1.31 0.13 1.74
H -1.71 -1.00 0.44
*
```

***

Entry from OMol25: a 6-piece molecular cluster, H12O6 overall in a non-equilibrium geometry (ωB97M-V with the def2-TZVPD basis set).

Summary:
F_max = 0.117 hartree/bohr
E_HOMO = -10.386 eV
LUMO = -0.287 eV
orbital gap = 10.1 eV
energy relative to the best compared isomer or geometry (same formula, charge and spin) = 2.801 eV
SMILES string = O.O.O.O.O.O

```
! RIJCOSX wB97M-V def2-TZVPD def2/J DEFGRID3
* xyz 0 1
O 1.73 -2.68 0.82
H 2.30 -2.75 -0.09
H 0.75 -2.51 0.61
O -1.06 -2.14 0.43
H -1.25 -2.77 -0.35
H -1.71 -2.41 1.21
O 2.44 1.96 0.69
H 1.61 1.60 0.19
H 2.06 2.85 0.94
O -0.14 0.40 -2.82
H -0.31 -0.43 -3.44
H -0.68 1.09 -3.07
O -1.89 2.67 1.96
H -1.43 2.25 1.11
H -2.01 2.00 2.68
O -0.07 0.63 -0.02
H -0.46 -0.21 0.06
H 0.13 0.46 -0.88
*
```

***

Entry from OMol25: C19H36F4GeN2O7P2SeTa as an isolated structure in a non-equilibrium geometry (ωB97M-V with the def2-TZVPD basis set).

Summary:
F_max = 0.103 hartree/bohr
E_HOMO = -17.384 eV
LUMO = -10.327 eV
orbital gap = 7.1 eV
energy relative to the best compared isomer or geometry (same formula, charge and spin) = 0.719 eV

```
! RIJCOSX wB97M-V def2-TZVPD def2/J DEFGRID3
* xyz 3 1
Ta -0.03 0.03 -0.24
C 0.31 0.55 3.47
C 0.01 -0.87 3.06
N 0.61 -1.28 1.74
C 2.09 -1.52 1.87
C 2.50 -2.64 2.82
C -0.09 -2.53 1.34
C 0.31 -2.95 -0.05
N 0.59 -1.76 -0.90
C 0.99 -2.07 -2.22
C 1.37 -0.99 -2.98
F 1.25 0.21 -2.33
C 1.80 -1.04 -4.28
F 2.13 0.08 -4.89
C 1.87 -2.27 -4.90
C 1.49 -3.38 -4.17
F 1.53 -4.58 -4.73
C 1.05 -3.31 -2.85
F 0.70 -4.44 -2.25
H -0.15 0.74 4.44
H 1.38 0.73 3.59
H -0.11 1.27 2.77
H 0.35 -1.57 3.81
H -1.07 -1.00 2.97
H 2.48 -1.72 0.87
H 2.54 -0.59 2.20
H 2.07 -3.61 2.56
H 3.58 -2.75 2.74
H 2.27 -2.42 3.86
H 0.11 -3.33 2.04
H -1.15 -2.32 1.39
H 1.20 -3.58 -0.05
H -0.51 -3.53 -0.48
H 2.21 -2.37 -5.92
C -3.87 0.40 -2.66
C -2.62 0.37 -1.80
O -1.57 -0.48 -2.27
P -2.98 -0.23 -0.06
O -4.28 0.13 0.67
O -3.11 -1.78 -0.25
O -1.63 -0.08 0.77
P -1.96 2.02 -1.33
O -1.99 3.10 -2.44
O -2.76 2.24 -0.10
O -0.42 1.70 -1.09
H -4.33 -0.59 -2.72
H -3.59 0.72 -3.67
H -4.61 1.10 -2.28
H -1.87 -0.99 -3.05
H -4.41 1.05 0.97
H -3.94 -2.21 0.03
H -2.66 3.79 -2.41
C 5.36 2.97 0.89
Ge 4.04 3.12 2.31
C 4.29 1.75 3.65
C 3.85 4.90 3.03
C 2.20 2.70 1.56
Se 2.28 1.21 0.28
C 2.61 2.36 -1.26
H 6.34 2.90 1.37
H 5.36 3.85 0.25
H 5.23 2.07 0.29
H 5.25 1.93 4.15
H 4.35 0.75 3.21
H 3.51 1.78 4.41
H 4.77 5.18 3.53
H 3.04 4.94 3.76
H 3.65 5.62 2.24
H 1.73 3.52 1.02
H 1.57 2.41 2.39
H 3.27 3.12 -0.87
H 1.68 2.78 -1.61
H 3.10 1.77 -2.03
*
```

***

Entry from OMol25: a 3-piece molecular cluster, C2H11N2O3 overall in a non-equilibrium geometry (ωB97M-V with the def2-TZVPD basis set).

Summary:
F_max = 0.082 hartree/bohr
E_HOMO = -13.841 eV
LUMO = -3.225 eV
orbital gap = 10.6 eV
energy relative to the best compared isomer or geometry (same formula, charge and spin) = 1.470 eV

```
! RIJCOSX wB97M-V def2-TZVPD def2/J DEFGRID3
* xyz 1 1
N 0.92 0.44 -0.83
C 0.08 -0.25 0.17
C -0.76 0.83 1.01
N -1.64 0.42 1.91
O -0.48 1.99 0.64
H 0.50 0.40 -1.87
H 1.17 1.43 -0.52
H 1.85 0.00 -0.98
H 0.71 -0.90 0.95
H -0.70 -0.86 -0.53
H -1.80 -0.61 2.04
H -1.97 1.07 2.60
H 3.06 0.03 -3.20
H 4.02 0.17 -2.15
O 3.14 -0.20 -2.23
H -1.50 -3.16 0.53
H -2.75 -2.73 -0.06
O -1.85 -2.34 0.17
*
```

***

Entry from OMol25: C12H25KNO5P2 as an isolated structure (ωB97M-V with the def2-TZVPD basis set).

Summary:
F_max = 0.006 hartree/bohr
E_HOMO = -5.243 eV
LUMO = 2.345 eV
orbital gap = 7.6 eV
energy relative to the best compared isomer or geometry (same formula, charge and spin) = 0.180 eV

```
! RIJCOSX wB97M-V def2-TZVPD def2/J DEFGRID3
* xyz -1 1
K -0.37 -0.53 1.40
O 0.49 2.18 2.10
C -0.33 3.18 1.55
C -1.81 2.91 1.78
N -2.20 1.60 1.27
C -3.04 0.90 2.23
C -2.35 0.56 3.59
O -3.12 0.26 4.50
O -1.08 0.60 3.63
C -2.74 1.64 -0.08
C -2.64 0.37 -0.96
O -3.22 0.47 -2.06
O -1.97 -0.62 -0.54
H -0.05 1.68 2.77
H -0.14 3.23 0.47
H -0.08 4.17 1.96
H -2.41 3.71 1.32
H -2.00 2.95 2.85
H -3.37 -0.04 1.78
H -3.95 1.46 2.47
H -2.18 2.40 -0.63
H -3.79 1.97 -0.09
C -0.77 -3.44 -1.62
P 0.77 -2.95 -0.77
C 1.79 -4.46 -1.04
C 1.48 -1.88 -2.08
C 2.78 -1.17 -1.67
P 2.54 -0.03 -0.22
C 1.36 1.15 -0.98
C 4.07 0.98 -0.41
H -0.58 -3.76 -2.65
H -1.44 -2.58 -1.61
H -1.26 -4.26 -1.08
H 1.78 -4.77 -2.09
H 1.42 -5.28 -0.42
H 2.83 -4.28 -0.74
H 0.72 -1.14 -2.33
H 1.65 -2.48 -2.99
H 3.16 -0.58 -2.52
H 3.55 -1.89 -1.40
H 1.69 1.41 -1.99
H 1.35 2.04 -0.36
H 0.34 0.76 -1.02
H 4.14 1.38 -1.42
H 4.95 0.38 -0.21
H 4.05 1.80 0.30
*
```

***

Entry from OMol25: C15H16B2CsF4N5O7S as an isolated structure in a non-equilibrium geometry (ωB97M-V with the def2-TZVPD basis set).

Summary:
F_max = 0.029 hartree/bohr
E_HOMO (alpha / beta) = -8.841 / -8.841 eV
LUMO (alpha / beta) = -2.669 / -3.570 eV
orbital gap (alpha / beta) = 6.2 / 5.3 eV
energy relative to the best compared isomer or geometry (same formula, charge and spin) = 0.991 eV

```
! RIJCOSX wB97M-V def2-TZVPD def2/J DEFGRID3
* xyz 0 1
Cs 0.19 1.97 -0.25
C 4.22 -0.23 -3.97
C 3.14 -0.39 -2.95
N 3.12 0.19 -1.82
O 4.17 0.96 -1.52
B 3.85 1.87 -0.40
F 2.67 2.54 -0.67
F 4.92 2.64 -0.10
O 3.63 0.90 0.81
N 2.64 0.10 0.68
C 2.08 -0.51 1.66
C 2.39 -0.12 3.07
C 1.06 -1.53 1.39
N 0.82 -1.74 0.14
O -0.18 -2.60 -0.08
B -0.10 -3.21 -1.41
F 1.08 -3.87 -1.65
F -1.23 -3.87 -1.70
O -0.07 -1.96 -2.47
N 1.02 -1.31 -2.44
C 1.99 -1.28 -3.25
C 1.98 -2.14 -4.47
C 0.30 -2.22 2.48
H 4.96 0.47 -3.62
H 3.81 0.12 -4.92
H 4.71 -1.19 -4.17
H 3.16 0.65 3.11
H 2.73 -1.00 3.62
H 1.48 0.25 3.56
H 1.10 -2.77 -4.49
H 2.87 -2.77 -4.49
H 2.00 -1.51 -5.37
H 0.68 -1.99 3.47
H 0.32 -3.30 2.31
H -0.75 -1.91 2.44
O -2.18 1.73 3.97
S -2.48 2.52 2.81
O -2.27 3.94 2.92
N -1.75 1.92 1.50
C -2.64 1.50 0.58
O -2.35 1.04 -0.53
C -4.07 1.64 1.02
C -5.21 1.27 0.34
C -6.44 1.48 0.97
C -6.50 2.04 2.24
C -5.35 2.42 2.92
C -4.15 2.20 2.28
H -5.14 0.83 -0.64
H -7.35 1.19 0.47
H -7.47 2.19 2.70
H -5.40 2.86 3.91
*
```

***

Entry from OMol25: a single C3H5NO2 molecule (ωB97M-V with the def2-TZVPD basis set).

Summary:
F_max = 0.014 hartree/bohr
E_HOMO = -8.901 eV
LUMO = 0.671 eV
orbital gap = 9.6 eV
energy relative to the best compared isomer or geometry (same formula, charge and spin) = 2.158 eV
SMILES string = [H]/N=C/OC(=C)O

```
! RIJCOSX wB97M-V def2-TZVPD def2/J DEFGRID3
* xyz 0 1
C 0.85 0.81 1.67
C 0.47 0.32 0.49
O 1.41 0.06 -0.46
O -0.80 0.06 0.14
C -1.12 -0.60 -1.02
N -2.32 -0.56 -1.40
H 0.24 0.77 2.55
H 2.19 -0.02 0.10
H 1.78 1.37 1.69
H -0.27 -1.10 -1.49
H -2.43 -1.11 -2.25
*
```